Entry from the Open Molecules 2025 dataset: a single C9H13N2O2P molecule at a distorted geometry (ωB97M-V/def2-TZVPD).

```
27
Properties=species:S:1:pos:R:3:nbo_charge:R:1
C -1.970 3.013 0.040 -0.28
O -2.459 1.651 0.001 -0.80
P -1.496 0.440 0.177 2.11
N 0.418 1.290 0.207 -0.68
C 1.451 0.527 0.074 0.11
C 2.733 1.195 -0.249 -0.25
C 3.866 0.464 -0.443 -0.21
C 3.977 -0.833 -0.107 -0.29
C 2.855 -1.504 0.250 -0.18
C 1.585 -0.869 0.112 -0.32
N -2.458 -0.571 1.053 -0.95
C -2.455 -1.935 0.518 -0.24
C -2.384 -1.615 -1.000 -0.08
O -1.821 -0.360 -1.200 -0.78
H -0.891 3.172 0.395 0.24
H -2.536 3.639 0.774 0.19
H -2.110 3.289 -0.989 0.20
H 2.750 2.335 -0.172 0.21
H 4.647 1.167 -0.882 0.21
H 5.068 -1.197 -0.213 0.21
H 2.968 -2.483 0.666 0.21
H 0.667 -1.484 0.241 0.17
H -2.449 -0.344 1.995 0.40
H -3.399 -2.415 0.740 0.21
H -1.602 -2.567 0.788 0.19
H -1.557 -2.233 -1.349 0.20
H -3.400 -1.773 -1.427 0.20
```

Its relative energy (zero: lowest compared OMol25 entry of this formula, charge and spin) is 59.28 kcal per mole. Its multiplicity is 1. The LUMO energy comes out at 0.299 eV.